Record 1
Molecular formula: CH6N6O4S2
Method: DFT, ωB97M-V with the def2-TZVPD basis set

```
19
CH6N6O4S2, DFT ωB97M-V with the def2-TZVPD basis set
H 1.705 -1.360 2.415
H -2.176 -1.095 -1.912
O 1.660 0.530 -0.200
O 0.831 0.837 -2.515
N -0.450 -2.113 0.225
S 0.007 -0.044 1.998
N -0.884 -0.074 -0.708
O -0.310 1.323 1.785
N -0.077 2.447 -0.872
H 2.277 0.044 1.606
N -0.683 -0.822 0.591
S 0.518 0.844 -1.087
O -0.648 -0.852 2.971
H -0.442 -0.957 -2.549
H -0.728 2.630 -1.550
N -0.642 -2.361 -0.953
N 1.570 -0.334 2.312
H -0.482 2.540 0.093
C -1.048 -1.183 -1.650
```

Summary:
**HOMO-LUMO gap**: 10.5 eV
**M**: 230.231 g mol⁻¹
**Spin multiplicity**: 1
**HOMO energy**: -10.29 eV
**SMILES**: NS(=O)(=O)N1CN=NN1S(N)(=O)=O

=====

Record 2
Molecular formula: CH6NO
Method: DFT, ωB97M-V with the def2-TZVPD basis set

```
9
CH6NO, DFT ωB97M-V with the def2-TZVPD basis set
O -1.394 -0.206 0.465
H -0.155 1.499 0.316
H 1.818 0.036 -0.113
H 0.862 -1.024 0.969
N 0.907 -0.410 0.093
H -0.235 0.374 -1.734
C -0.335 0.451 0.043
H 0.738 -1.016 -0.704
H -2.207 0.296 0.665
```

Summary:
**Charge**: +1
**HOMO-LUMO gap**: 10.3 eV
**M**: 48.065 g mol⁻¹
**Spin multiplicity**: 1
**HOMO energy**: -14.89 eV

=====

Record 3
Molecular formula: CH6NO2
Method: DFT, ωB97M-V with the def2-TZVPD basis set

```
10
CH6NO2, DFT ωB97M-V with the def2-TZVPD basis set
H -0.880 -2.149 0.711
O 0.654 0.788 -1.691
N -0.731 0.553 0.331
H -0.276 0.611 -1.901
H -1.369 1.336 0.184
H 1.336 0.317 0.174
H 0.773 2.010 -0.004
H -0.024 -1.139 1.372
C 0.501 0.950 -0.159
O -0.325 -2.060 1.483
```

Summary:
**Charge**: -1
**HOMO-LUMO gap**: 7.4 eV
**M**: 64.064 g mol⁻¹
**Spin multiplicity**: 1
**HOMO energy**: -2.57 eV